P.
Entry from the OMol25 dataset: 2 unconnected molecules or ions with the total composition C2H7O2PS (wB97M-V/def2-TZVPD).

HOMO energy = -8.7977 eV
Charge = 0
Orbital gap = 9.19 eV
Lowest unoccupied orbital energy = 0.40 eV

```
13
Properties=species:S:1:pos:R:3:mulliken_charge:R:1
C 3.00419 -0.38135 -0.17892 -0.4439
C -2.29637 -0.48345 -0.79997 -0.9073
O -0.17550 1.12908 -0.44642 -0.4551
O -1.13344 0.23882 1.55792 -0.4559
P 2.87269 1.23882 -0.45439 -0.0488
S -1.49971 0.92334 0.10816 0.5431
H -1.85749 -0.24882 1.97355 0.3201
H 2.57997 -0.51122 0.79143 0.1765
H 3.27512 -1.17769 -0.80472 0.3234
H -2.53489 -0.16368 -1.81866 0.3135
H -1.76413 -1.40693 -0.70734 0.3220
H -3.21484 -0.63659 -0.17864 0.3125
H 2.74439 1.47967 0.95800 -0.0001
```


Q.
Entry from the OMol25 dataset: C2H7O2PS in the gas phase (wB97M-V/def2-TZVPD).

HOMO energy = -9.6191 eV
SMILES string = CPS(C)(=O)=O
Charge = 0
Orbital gap = 10.14 eV
Lowest unoccupied orbital energy = 0.52 eV

```
13
Properties=species:S:1:pos:R:3:mulliken_charge:R:1
C 0.14187 2.11683 -0.54408 -0.9480
P 0.25473 1.07249 1.01456 0.0217
S -0.35781 -0.57762 -0.25975 0.8972
C -0.46118 -2.09455 0.76222 -0.8537
O -1.46779 -0.18603 -1.04752 -0.5810
O 0.91731 -1.00542 -1.02292 -0.6020
H -0.81443 2.53689 -0.75515 0.3173
H 0.55460 1.56862 -1.34361 0.3680
H 0.86599 3.04857 -0.44022 0.3154
H 1.55135 0.61864 1.01240 0.1034
H 0.58741 -2.06093 1.27594 0.3074
H -1.34043 -2.09588 1.39971 0.3480
H -0.43163 -2.94161 -0.05158 0.3063
```


Of them, P has the lowest stability.


P.
Entry from the OMol25 dataset: C3H5OP in the gas phase (wB97M-V/def2-TZVPD).

HOMO energy = -8.9704 eV
SMILES string = C/C=C/P=O
Charge = 0
Orbital gap = 8.21 eV
Lowest unoccupied orbital energy = -0.76 eV

```
10
Properties=species:S:1:pos:R:3:mulliken_charge:R:1
C -1.66368 0.04527 -0.06141 -1.0350
C -0.24392 0.51573 0.07594 0.2238
C 0.79197 -0.29732 0.11581 -0.7209
P 2.84441 0.46667 -0.05342 0.3969
O 3.70678 -0.69406 0.02247 -0.3724
H -2.00019 -0.44992 0.84935 0.2770
H -2.32983 0.87782 -0.26816 0.3090
H -1.73933 -0.67476 -0.87522 0.2965
H -0.10023 1.58647 0.14661 0.2916
H 0.73401 -1.37590 0.04802 0.3335
```


Q.
Entry from the OMol25 dataset: 2 unconnected molecules or ions with the total composition C3H5OP (wB97M-V/def2-TZVPD).

HOMO energy = -9.6143 eV
SMILES string = C1=CC1.O=P
Charge = 0
Orbital gap = 8.53 eV
Lowest unoccupied orbital energy = -1.08 eV

```
10
Properties=species:S:1:pos:R:3:mulliken_charge:R:1
C 0.14708 -0.18490 0.04187 -0.2034
C 1.20590 -0.27086 0.74271 -0.2740
C 0.61590 -1.60538 0.17731 -0.6084
H -0.44303 0.66906 -0.33401 0.3472
H 1.82781 0.29302 1.45135 0.3140
H 0.01884 -2.23154 0.88783 0.1812
H 1.17861 -2.14964 -0.54288 0.2354
O -2.86619 0.67720 0.05699 -0.3693
P -3.26443 -0.41596 -0.82887 0.3485
H -2.60869 0.01370 -2.18352 0.0287
```


Of them, Q has the lowest stability.


P.
Entry from the OMol25 dataset: 2 unconnected molecules or ions with the total composition C6H12N2 (wB97M-V/def2-TZVPD).

HOMO energy (spin up / spin down) = -11.8084 / -11.8048 eV
Charge = +1
Orbital gap (spin up / spin down) = 7.79 / 4.42 eV
Lowest unoccupied orbital energy (spin up / spin down) = -4.02 / -7.39 eV
Spin multiplicity = 2

```
20
Properties=species:S:1:pos:R:3:mulliken_charge:R:1
C 0.80893 2.31972 0.78592 -1.0891
C -0.06331 1.26039 1.29959 0.1344
C -1.36406 1.46587 1.70652 0.1103
N -2.12366 0.59800 2.39087 -0.3191
H 0.26370 3.25277 0.61123 0.3571
H 1.61323 2.60274 1.47576 0.3271
H 1.29061 2.06412 -0.15962 0.2852
H 0.25950 0.22997 1.13256 0.2567
H -1.85751 2.42366 1.58618 0.3339
H -2.86707 1.03553 2.92235 0.3087
H -1.67326 -0.16400 2.88791 0.2850
C -0.01840 -2.41221 -2.05019 -0.0698
C -0.34144 -2.06574 -0.79815 -0.6559
C 2.01649 -1.51245 -2.62071 -0.1207
N 1.28835 -2.52998 -2.50246 -0.3972
H -0.82091 -2.62245 -2.74566 0.3335
H 0.32722 -2.00082 0.05434 0.3293
H -1.38238 -1.91001 -0.53852 0.2032
H 2.94158 -1.51268 -3.18831 0.2713
H 1.70238 -0.52244 -2.24960 0.1162
```


Q.
Entry from the OMol25 dataset: 2 unconnected molecules or ions with the total composition C6H12N2 (wB97M-V/def2-TZVPD).

HOMO energy (spin up / spin down) = -14.4923 / -14.4926 eV
Charge = +1
Orbital gap (spin up / spin down) = 10.40 / 6.48 eV
Lowest unoccupied orbital energy (spin up / spin down) = -4.09 / -8.01 eV
Spin multiplicity = 2

```
20
Properties=species:S:1:pos:R:3:mulliken_charge:R:1
C -3.48398 1.06747 0.81886 -0.7964
C -2.28284 0.14263 0.72902 -0.6149
H -3.60921 1.18222 1.92141 0.2705
H -3.16518 2.05863 0.38976 0.2488
H -4.27570 0.62605 0.19465 0.2740
H -2.15855 -0.33147 -0.22441 0.3518
H -1.13585 0.49777 0.81682 0.0269
H -2.37404 -0.61883 1.52515 0.2860
C 1.32306 0.18164 -2.47819 -0.9155
C 1.46645 0.75813 0.05279 -0.2898
C 1.07639 -0.11155 -1.00453 0.7194
C 0.90921 -1.23779 0.89914 -0.1805
N 1.40539 0.01467 1.26119 0.0073
N 0.64436 -1.30473 -0.43432 -0.3686
H 1.89032 1.73165 0.04298 0.4111
H 1.60057 0.46985 2.14280 0.2398
H 1.72603 -0.78164 -2.92066 0.3230
H 2.11425 0.94884 -2.62105 0.3599
H 0.69811 -2.01910 1.66640 0.3599
H 0.29129 0.46323 -2.82453 0.2875
```


R.
Entry from the OMol25 dataset: 2 unconnected molecules or ions with the total composition C6H12N2 (wB97M-V/def2-TZVPD).

HOMO energy (spin up / spin down) = -13.8175 / -13.8175 eV
Charge = +1
Orbital gap (spin up / spin down) = 9.56 / 5.74 eV
Lowest unoccupied orbital energy (spin up / spin down) = -4.25 / -8.08 eV
Spin multiplicity = 2

```
20
Properties=species:S:1:pos:R:3:mulliken_charge:R:1
C -0.65563 -3.59555 -0.92741 -0.7078
C 0.88345 -3.49588 -1.21279 -0.7198
H -1.29082 -3.38190 -1.78412 0.2898
H -0.94442 -4.42443 -0.29420 0.3026
H -0.87949 -2.77477 -0.21825 0.1067
H 0.94548 -3.25739 -2.28373 0.2898
H 1.28327 -2.58454 -0.76730 0.1431
H 1.36138 -4.33979 -0.73074 0.2971
C 0.22330 0.03455 2.01110 -1.1070
C 1.02448 1.68666 0.22664 -0.3113
C 0.01562 0.97658 0.91947 0.9548
C -0.94283 2.20228 -0.52096 -0.1560
N 0.38551 2.48400 -0.70276 -0.0626
N -1.20364 1.35131 0.45581 -0.4356
H 2.03348 1.79518 0.59876 0.4044
H 0.98695 2.87063 -1.41610 0.2874
H 0.93743 0.51908 2.69914 0.3550
H 0.58927 -0.97595 1.76825 0.2779
H -1.82534 2.54342 -1.04415 0.4412
H -0.66467 -0.25269 2.57063 0.3503
```


Of them, P has the lowest stability.